Formula: C84H188AsF6N2P4
Source: OMol25
Level of theory: ωB97M-V with the def2-TZVPD basis set

ORCA input file:
```
! RIJCOSX wB97M-V def2-TZVPD def2/J DEFGRID3
* xyz 5 1
C 1.46949 -0.60456 8.95170
C 0.86847 -1.65141 7.90631
C 1.41678 -1.43352 6.45762
N 0.57574 -2.07543 5.36309
C 0.37138 -3.65147 5.55361
C 1.62250 -4.39963 5.22076
C 2.19700 -4.17670 3.89828
C 2.42687 -2.69059 3.59039
C 1.14379 -1.83889 3.91285
C -0.84186 -1.47980 5.33820
H 2.37402 -1.12774 9.26188
H 0.81003 -0.48168 9.81084
H 1.54569 0.41762 8.58097
H -0.21540 -1.55040 7.85026
H 0.96442 -2.68379 8.24262
H 2.41004 -1.86988 6.35221
H 1.42471 -0.37819 6.18504
H -0.09184 -3.88234 6.51289
H -0.38700 -3.78172 4.78159
H 2.35583 -4.10886 5.97294
H 1.28579 -5.43561 5.18237
H 3.18392 -4.63930 3.88925
H 1.65903 -4.68825 3.10015
H 3.36331 -2.38887 4.05960
H 2.72800 -2.59588 2.54710
H 1.13341 -0.75716 3.77919
H 0.27823 -2.16905 3.33847
H -1.50350 -1.89425 4.57756
H -0.73805 -0.39543 5.37638
H -1.42255 -1.74300 6.22230
C -6.81276 3.55190 4.99500
C -6.36953 3.81038 3.59504
C -6.78259 2.66229 2.67659
C -6.22201 2.99049 1.30376
N -6.75980 2.02610 0.19429
C -5.96031 2.13149 -1.12805
C -6.51966 3.30011 -1.96966
C -7.75921 3.70638 -1.20705
C -8.17523 2.53247 -0.31320
C -6.95311 0.45602 0.55476
C -5.62733 -0.27417 0.93787
C -5.69484 -1.82690 1.06404
H -7.85012 3.88487 4.96161
H -6.33156 4.11259 5.79636
H -6.71633 2.50717 5.29055
H -5.29460 3.91396 3.44714
H -6.84298 4.76559 3.36808
H -7.86976 2.69699 2.60610
H -6.44244 1.68385 3.01578
H -5.14267 2.98683 1.45583
H -6.45483 4.00666 0.98550
H -6.07543 1.18413 -1.65470
H -4.88035 2.19812 -0.99636
H -6.61529 2.96566 -3.00266
H -5.72619 4.03087 -2.12613
H -8.52065 3.89417 -1.96404
H -7.54495 4.71043 -0.84087
H -8.70264 1.69074 -0.76200
H -8.65273 2.87196 0.60596
H -7.42894 -0.05655 -0.28127
H -7.70845 0.39558 1.33828
H -5.17765 0.07044 1.86907
H -4.87069 -0.13074 0.16649
H -6.08538 -2.08241 2.04908
H -4.69372 -2.24261 1.17822
H -6.19078 -2.44317 0.31414
C 10.37174 1.25041 4.44420
C 9.41648 0.15343 4.04489
C 9.86221 -0.64669 2.77431
C 8.87299 -1.80342 2.61691
P 7.30863 -1.49373 1.71726
C 7.85360 -1.45810 -0.05826
C 6.73559 -1.19944 -1.11375
C 7.07301 -1.69453 -2.49099
C 7.06245 -3.24424 -2.74657
C 6.46070 0.09478 2.20784
C 4.96903 0.23863 1.66532
C 4.31928 1.54500 2.22210
C 2.77702 1.60288 1.89518
C 6.13612 -2.86058 1.88748
C 6.59141 -4.20620 1.24117
C 5.76008 -5.38865 1.85867
C 6.63192 -6.52734 2.39593
H 10.56089 1.82036 3.53454
H 11.33772 0.91092 4.81799
H 9.86350 1.87237 5.18105
H 8.44316 0.64239 4.00403
H 9.29333 -0.59122 4.83130
H 10.83966 -1.12748 2.81342
H 9.95470 -0.03494 1.87692
H 8.44225 -2.28033 3.49731
H 9.35061 -2.62813 2.08791
H 8.28290 -2.42689 -0.31370
H 8.56031 -0.65163 -0.25385
H 6.52398 -0.13021 -1.12181
H 5.76508 -1.62689 -0.86181
H 8.11036 -1.38414 -2.61616
H 6.46162 -1.12530 -3.19119
H 7.09071 -3.63275 -3.76458
H 6.20554 -3.68627 -2.23822
H 8.01638 -3.65831 -2.41998
H 7.08603 0.93425 1.90393
H 6.41120 0.11470 3.29653
H 4.35236 -0.61682 1.94105
H 4.95653 0.19334 0.57633
H 4.72238 2.48597 1.84768
H 4.51121 1.49009 3.29366
H 2.48421 1.53257 0.84760
H 2.41405 2.54084 2.31537
H 2.40240 0.75916 2.47475
H 5.27276 -2.48900 1.33554
H 5.81263 -2.83461 2.92805
H 7.65963 -4.26641 1.44945
H 6.58028 -4.17299 0.15173
H 5.13547 -5.80143 1.06648
H 5.01846 -5.09964 2.60337
H 7.29138 -6.97708 1.65367
H 6.03219 -7.33935 2.80710
H 7.24586 -6.18786 3.23015
C 3.17806 3.05825 5.33613
C 2.00366 2.12300 5.58299
C 0.62301 2.85766 5.72918
C 0.15807 3.65198 4.51575
P -1.50211 4.28737 4.56208
C -2.77136 3.18516 5.32915
C -3.14083 1.84976 4.69123
C -3.98836 1.02273 5.68453
C -4.39271 -0.34368 4.97780
C -2.06538 4.77276 2.87378
C -1.11500 5.69538 2.14621
C -1.62078 6.26527 0.83042
C -0.36181 6.69759 -0.08454
C -1.47097 5.79740 5.63583
C -2.65370 6.73463 5.71143
C -2.83343 7.77259 4.55212
C -4.16555 8.59109 4.80655
H 4.14980 2.61059 5.54447
H 3.28915 3.83323 6.09453
H 3.20214 3.58527 4.38231
H 2.24314 1.54944 6.47841
H 2.01593 1.37507 4.79018
H 0.63103 3.53609 6.58227
H -0.12323 2.09090 5.93724
H 0.28705 3.07508 3.59997
H 0.80416 4.52861 4.46890
H -3.64025 3.83702 5.41979
H -2.39300 2.99650 6.33381
H -2.23776 1.26759 4.50781
H -3.71582 2.02340 3.78165
H -4.83590 1.56202 6.10755
H -3.26601 0.91369 6.49349
H -4.92459 -0.23701 4.03238
H -5.05250 -0.99153 5.55492
H -3.49911 -0.90926 4.71375
H -3.00504 5.28944 3.06918
H -2.41410 3.87342 2.36614
H -0.12934 5.24686 2.02212
H -0.82809 6.50127 2.82173
H -2.27571 7.10090 1.07718
H -2.25292 5.54558 0.31027
H 0.41400 7.23111 0.46462
H -0.63293 7.26062 -0.97762
H 0.15455 5.82363 -0.48162
H -0.62193 6.39740 5.30837
H -1.19763 5.51748 6.65320
H -2.60270 7.28897 6.64856
H -3.55753 6.12977 5.78451
H -2.88351 7.25197 3.59580
H -1.98841 8.45906 4.60502
H -4.39500 9.31052 4.02050
H -4.02814 9.15552 5.72884
H -5.01020 7.95806 5.07848
C -3.35454 2.12283 -12.00992
C -3.30234 1.21561 -10.75671
C -2.97394 1.99650 -9.45515
C -1.50590 2.43074 -9.17385
P -0.41848 1.15575 -8.34020
C 0.05494 -0.39857 -9.24828
C 0.84960 -0.19511 -10.60225
C 0.01391 0.01844 -11.82001
C 0.54154 -0.26712 -13.13160
C 1.20025 1.87478 -7.87187
C 1.10726 3.35751 -7.40984
C 2.43430 3.82089 -6.68282
C 2.59136 3.30134 -5.16356
C -1.25364 0.55872 -6.85172
C -0.43937 -0.48889 -6.04751
C -0.71839 -0.39356 -4.49281
C -0.10639 0.92362 -3.87694
H -3.73288 1.50900 -12.82734
H -2.34538 2.50596 -12.16126
H -4.01081 2.94588 -11.72708
H -2.59250 0.39868 -10.88653
H -4.26782 0.71903 -10.66001
H -3.42452 1.54254 -8.57254
H -3.53819 2.91724 -9.60331
H -1.50383 3.28140 -8.49232
H -1.11983 2.95640 -10.04720
H -0.87435 -0.94454 -9.41088
H 0.59995 -1.01923 -8.53705
H 1.25754 -1.19648 -10.73990
H 1.66026 0.53255 -10.56419
H -0.25836 1.07347 -11.79010
H -0.94331 -0.50150 -11.78143
H 0.36820 -1.23282 -13.60644
H 1.61350 -0.10230 -13.24040
H 0.10486 0.45425 -13.82227
H 1.74567 1.86378 -8.81553
H 1.63831 1.28707 -7.06514
H 0.19680 3.44543 -6.81702
H 0.91799 3.90551 -8.33286
H 2.37132 4.90753 -6.62492
H 3.27143 3.66075 -7.36229
H 1.72364 3.52718 -4.54375
H 3.51230 3.67839 -4.71882
H 2.74770 2.22275 -5.14647
H -2.19891 0.14502 -7.20302
H -1.55486 1.46345 -6.32369
H 0.64279 -0.39838 -6.14151
H -0.69367 -1.52393 -6.27580
H -0.28398 -1.27834 -4.02745
H -1.76769 -0.38672 -4.19781
H -0.44034 0.98530 -2.84119
H -0.36371 1.73873 -4.55332
H 0.97443 0.78257 -3.87241
C -3.49104 -4.53346 2.71078
C -1.93667 -4.59158 2.50226
C -1.49568 -4.93967 1.12468
C -2.13863 -4.11747 -0.02602
P -1.20337 -4.34024 -1.60015
C -0.69316 -6.01920 -1.88610
C -0.02236 -6.23438 -3.27051
C 0.70639 -7.57783 -3.30302
C 1.54219 -7.95357 -4.54996
C 0.15011 -3.19739 -1.67179
C 1.24455 -3.52153 -0.60788
C 2.59276 -2.73280 -0.65971
C 2.27793 -1.25410 -0.36724
C -2.34235 -4.06429 -2.98217
C -2.94874 -2.67332 -3.05933
C -4.53241 -2.55685 -2.63755
C -5.13619 -1.23051 -3.04663
H -4.02910 -5.31654 2.17658
H -3.90147 -3.55383 2.46587
H -3.92717 -4.53321 3.70972
H -1.48038 -5.30505 3.18845
H -1.48090 -3.65076 2.81085
H -1.54132 -5.99640 0.86136
H -0.40633 -4.91670 1.15459
H -2.00262 -3.05148 0.15640
H -3.17756 -4.40404 -0.18914
H -1.61622 -6.59739 -1.92805
H -0.21995 -6.53147 -1.04840
H 0.68276 -5.46368 -3.58184
H -0.75291 -6.35393 -4.07057
H 0.01572 -8.39823 -3.10806
H 1.38367 -7.63375 -2.45080
H 0.96773 -7.95123 -5.47629
H 1.95635 -8.95378 -4.42293
H 2.37723 -7.28512 -4.75966
H -0.40278 -2.28220 -1.46001
H 0.49127 -3.29942 -2.70198
H 1.57803 -4.55538 -0.69753
H 0.72556 -3.46958 0.34922
H 3.04456 -2.76195 -1.65124
H 3.24108 -3.23184 0.06054
H 3.12686 -0.60776 -0.59009
H 2.09345 -1.06904 0.69098
H 1.42291 -0.78706 -0.85602
H -3.13447 -4.81219 -2.94624
H -1.78105 -4.28087 -3.89109
H -2.89344 -2.38347 -4.10863
H -2.27100 -1.97446 -2.56905
H -4.63395 -2.73402 -1.56685
H -5.06175 -3.33522 -3.18714
H -4.66436 -0.43988 -2.46320
H -6.22449 -1.26154 -2.99417
H -4.92599 -0.95524 -4.08013
As -1.49153 0.21940 1.06734
F -0.45991 1.18006 2.15383
F -2.71023 1.52851 1.03798
F -2.56136 -0.85393 0.07867
F -0.33226 -1.19000 1.04005
F -2.26374 -0.43615 2.55142
F -0.69186 0.90511 -0.44386
*
```

Values from the calculation:
HOMO energy	-0.661	Ha
E_LUMO	-8.37	eV
largest force on an atom	3.5	eV Å⁻¹
orbital gap	9.60	eV